10 unconnected molecules or ions with the total composition C36H53Br2ClINO29P. Source: OMol25; level of theory: ωB97M-V/def2-TZVPD.

Each line ends with the Mulliken charge.
Positions of all 124 atoms, in Å:
I 1.38952 -2.54424 1.40873  0.194
Br 0.73986 -0.54247 4.40170  -0.010
Br -2.49011 2.49279 4.21287  -0.051
Cl -1.38407 0.14911 -3.15580  -0.189
P -0.06085 0.51254 1.47972  0.172
O -0.49419 -0.49845 -7.95455  -0.544
O 0.56868 0.82711 -9.42985  -0.320
O 5.75038 0.68087 -3.77449  -0.347
O -4.64233 -0.87658 4.12507  -0.261
O 3.46334 -5.22419 1.89035  -0.539
O 3.62831 6.52873 -2.39342  -0.347
O 2.79359 5.24863 8.30186  -0.324
O 2.81195 -6.38104 3.70671  -0.300
O 0.73656 5.68146 -6.27362  -0.539
O 2.85938 7.10510 -0.35779  -0.536
O -0.71691 4.16236 -5.47540  -0.378
O -1.82459 -3.15750 -2.39957  -0.516
O -4.67018 -3.04663 3.51495  -0.508
O 1.38432 3.55126 -5.94218  -0.328
O -5.19719 -2.44574 5.62219  -0.309
O -1.09426 -3.80955 -4.42474  -0.296
O 1.36106 1.41138 1.35658  -0.156
O -3.27224 -3.45109 -4.09788  -0.313
O 2.44445 0.97503 -0.41571  -0.092
O 1.99141 -6.91872 1.70123  -0.290
O 0.57510 5.04542 7.99255  -0.518
O 6.55908 1.11860 -1.73287  -0.356
O -1.63099 1.05715 -9.11783  -0.318
O -2.76834 -7.53979 5.55483  -0.343
O 7.21575 2.36480 -3.48747  -0.503
O -2.27365 -5.76766 6.82867  -0.335
O 1.43993 6.87214 -2.08852  -0.357
O -1.25429 -7.73816 7.20783  -0.522
O 1.98373 4.90160 6.24559  -0.261
N 2.39040 0.69328 0.70986  -0.055
C 0.49032 4.57091 -5.93527  0.624
C -3.10071 -3.62116 -5.50865  -0.272
C -4.82269 -2.20520 4.34047  0.675
C -1.22083 2.16891 -9.91906  -0.210
C 1.63711 6.75048 -3.50039  -0.014
C 2.81649 -6.09353 2.38550  0.576
C -2.04381 -3.44634 -3.53562  0.566
C 5.50518 0.17398 -1.55737  0.125
C -2.17473 1.02402 -1.79101  -0.878
C 0.10952 1.71243 -10.45450  -0.360
C 3.92057 4.97886 7.46778  -0.337
C -0.53209 0.43817 3.27061  0.716
C -1.35799 1.54958 0.62685  -0.832
C 5.33740 -0.39924 -2.93890  -0.349
C -1.05445 1.68136 -0.93088  -0.525
C 6.57385 1.47600 -3.04270  0.643
C 1.75671 -7.31693 3.94516  -0.122
C 0.79471 2.45412 -5.24150  -0.141
C 0.32572 2.40340 4.86174  -2.004
C -5.13866 -0.18026 5.26643  -0.158
C -1.75801 -4.29409 -5.59489  -0.301
C -3.06759 -5.28060 5.74661  0.138
C -2.36741 -1.72426 1.44939  -1.127
C 3.37068 5.21300 6.08577  -0.301
C -0.51588 0.37676 -8.75972  0.706
C 2.98274 6.08388 -3.58880  -0.163
C 2.66253 6.86130 -1.50248  0.618
C -0.63694 1.97860 3.73165  0.185
C -1.35399 -1.78572 0.29146  -0.380
C 1.58063 -7.95829 2.59517  -0.336
C -3.72355 -6.52949 5.22514  -0.349
C -0.67551 2.73829 -5.37333  0.305
C 1.67778 5.06474 7.55868  0.638
C -5.05102 -1.22108 6.34796  -0.392
C 0.02765 -1.08629 0.55451  -0.603
C -2.02537 -7.08076 6.59321  0.620
H -6.16535 0.13346 5.06569  0.261
H 0.55179 -8.25419 2.40022  0.297
H 2.91357 4.99231 -3.56794  0.161
H -3.13986 -2.47560 1.23606  0.713
H -1.24573 2.39577 -4.51442  -0.068
H -3.90316 -4.22502 -5.92731  0.297
H 0.16814 3.48849 5.00814  0.604
H 2.23201 -8.82336 2.45319  0.281
H 3.46413 6.25340 5.76680  0.252
H 2.03589 -8.02933 4.71821  0.309
H 1.63309 7.74735 -3.94575  0.228
H 0.86717 -6.77205 4.27072  0.104
H -2.79775 0.34436 -1.19492  0.609
H 5.77884 -0.58019 -0.82088  0.368
H 0.10151 1.94791 5.83596  0.459
H -1.94579 2.36956 -10.70511  0.303
H -1.93711 -2.01787 2.42279  0.109
H -1.52511 0.00300 3.46543  0.040
H 3.82926 4.57067 5.33583  0.292
H -1.13520 3.05246 -9.28116  0.191
H -4.53554 0.69825 5.48389  0.108
H 5.98955 -1.25696 -3.11921  0.261
H 1.38842 2.30850 4.58911  0.389
H -4.08116 -1.22093 6.85160  0.271
H 4.23579 3.94415 7.62404  0.257
H -2.83813 1.83353 -2.13847  0.439
H -5.83615 -1.11944 7.09398  0.326
H -1.10561 2.30562 -6.28063  0.021
H -1.12367 -2.85061 0.13306  0.669
H 0.80910 2.53282 -10.60080  0.304
H 1.08245 1.50392 -5.68821  0.391
H -0.13157 1.10370 -1.10473  0.031
H -1.20809 -4.02343 -6.49392  0.302
H -3.89968 -6.49560 4.15186  0.286
H -2.89480 -0.76047 1.53759  0.254
H -2.36250 1.11236 0.73073  0.479
H 4.74940 5.64117 7.70912  0.307
H -1.37697 2.56316 1.05328  0.749
H -3.79008 -4.54507 6.09319  0.055
H 4.30910 -0.68588 -3.15494  0.286
H -2.40987 -4.81407 5.00741  0.136
H 0.01698 1.15358 -11.38835  0.274
H -0.89050 2.74473 -1.13970  0.465
H -1.73673 -1.41758 -0.67056  -0.178
H -1.82899 -5.38259 -5.53537  0.267
H 4.61364 0.70049 -1.21211  -0.074
H 0.84581 6.16173 -3.95057  0.082
H -4.66570 -6.75119 5.73142  0.290
H -0.37556 2.60321 2.85959  0.084
H -3.10833 -2.63876 -5.98641  0.219
H 1.13430 2.47436 -4.20178  0.080
H 3.54416 6.38399 -4.47053  0.318
H 0.43959 -0.84094 -0.44374  0.755

Output
Orbital gap = 0.2906 hartree
E = -269047.429 eV
2S+1 = 1
LUMO = -4.39 eV
Charge = +1